This record from the OMol25 dataset describes a structure of composition C12H42AlB3N2O4. The level of theory is ωB97M-V with the def2-TZVPD basis set.

* orbital gap: 4.598 eV
* E_LUMO: -3.063 eV
* HOMO energy: -7.66 eV

Last column: natural (NBO) charge in e.
Element x y z (Å)
1 Al -0.015 0.199 0.616  1.368
2 B -1.932 2.510 1.307  -0.567
3 H -1.434 2.106 2.364  0.037
4 H -1.143 3.172 0.658  -0.014
5 H -2.184 1.528 0.543  -0.027
6 H -2.923 3.186 1.544  -0.011
7 B 1.270 2.552 1.731  -0.736
8 H 1.689 3.340 2.576  0.133
9 H 0.948 3.145 0.716  -0.024
10 H 1.999 1.622 1.385  -0.056
11 H 0.197 2.288 2.365  0.197
12 B -0.329 -0.297 3.333  -0.775
13 H 0.710 0.292 3.024  -0.029
14 H -0.411 -0.478 4.541  0.066
15 H -1.320 0.348 2.968  0.019
16 H -0.287 -1.349 2.673  -0.070
17 C -1.603 2.797 -2.546  -0.256
18 O -0.482 2.092 -2.022  -0.532
19 C 0.648 2.514 -2.720  -0.064
20 C 1.926 2.273 -1.968  -0.252
21 N 2.075 0.876 -1.551  -0.595
22 C 3.354 0.667 -0.877  -0.255
23 C 3.344 -0.706 -0.260  -0.063
24 O 2.579 -0.720 0.858  -0.543
25 C 3.339 -0.563 2.067  -0.249
26 H -1.725 2.645 -3.626  0.165
27 H -1.426 3.848 -2.315  0.195
28 H -2.527 2.506 -2.067  0.204
29 H 0.618 3.561 -3.047  0.192
30 H 0.750 1.970 -3.687  0.145
31 H 1.994 2.899 -1.079  0.242
32 H 2.691 2.644 -2.676  0.176
33 H 1.962 0.333 -2.407  0.371
34 H 3.545 1.429 -0.131  0.237
35 H 4.176 0.575 -1.608  0.177
36 H 4.362 -1.108 -0.183  0.184
37 H 2.894 -1.390 -0.989  0.177
38 H 3.712 -1.572 2.274  0.175
39 H 2.636 -0.258 2.832  0.242
40 H 4.185 0.100 1.905  0.180
41 C -2.138 -0.057 -2.543  -0.244
42 O -2.140 -0.443 -1.235  -0.531
43 C -3.348 -0.853 -0.771  -0.076
44 C -3.134 -0.939 0.692  -0.276
45 N -1.862 -1.644 0.967  -0.634
46 C -1.977 -2.984 0.315  -0.264
47 C -0.779 -3.849 0.500  -0.071
48 O 0.369 -3.324 -0.088  -0.524
49 C 1.444 -4.209 0.145  -0.254
50 H -1.178 0.345 -2.843  0.213
51 H -2.849 0.746 -2.763  0.168
52 H -2.419 -0.907 -3.173  0.160
53 H -3.709 -1.800 -1.214  0.162
54 H -4.165 -0.190 -1.076  0.192
55 H -3.942 -1.407 1.273  0.204
56 H -3.039 0.104 1.029  0.267
57 H -1.717 -1.846 1.956  0.437
58 H -1.979 -2.786 -0.771  0.207
59 H -2.940 -3.490 0.483  0.204
60 H -0.938 -4.890 0.187  0.179
61 H -0.609 -3.930 1.596  0.165
62 H 2.178 -4.121 -0.633  0.191
63 H 1.132 -5.238 0.349  0.178
64 H 1.874 -3.863 1.095  0.181